Record 1
Entry from the OMol25 dataset: a structure of composition C5H7N (the ωB97M-V functional and the def2-TZVPD basis).

The total charge is 0. As for the HOMO-LUMO gap: 9.5 eV. Its multiplicity is 1. As for the largest force on an atom: 0.006 hartree/bohr. The value obtained for the HOMO energy is -8.598 eV.

Each line ends with the natural charge from an NBO analysis.
Positions of all 13 atoms, in Å:
N 0.46303 1.08476 -0.08931  -0.5546
C 0.14263 -1.07724 -0.43070  -0.3304
C -1.59636 0.18740 1.02572  -0.6495
C -0.37372 0.02377 0.18132  0.1923
C 1.33225 -0.62174 -1.10958  -0.3764
C 1.51323 0.80367 -0.94446  -0.1472
H -2.28186 0.91789 0.58181  0.2265
H 2.24156 -0.12804 -0.34879  0.3077
H -1.34264 0.53757 2.03264  0.2242
H -0.26261 -2.07994 -0.40218  0.2271
H 1.93013 -1.20293 -1.80460  0.2433
H 0.31990 2.00804 0.29055  0.4051
H -2.12676 -0.76278 1.12063  0.2318

---

Record 2
Entry from the OMol25 dataset: the molecule C6H5N (the ωB97M-V functional and the def2-TZVPD basis).

The total charge is 0. As for the HOMO-LUMO gap: 8.5 eV. Its multiplicity is 1. As for the largest force on an atom: 0.007 hartree/bohr. The value obtained for the HOMO energy is -8.681 eV.

Each line ends with the natural charge from an NBO analysis.
Positions of all 12 atoms, in Å:
N -0.33999 1.33849 0.04748  -0.6409
C 0.05839 -0.25265 -1.61086  0.0680
C 0.45454 0.40895 0.90142  -0.1051
C -0.09313 -0.77685 1.63587  -0.1968
C 0.04561 1.04281 -1.30951  -0.0581
C 0.42375 -1.00386 0.45487  0.0106
C 0.10214 -1.39035 -0.92314  -0.2949
H 1.39402 0.87482 1.19749  0.1811
H 0.47975 1.83842 -1.91139  0.2018
H -0.73287 -1.10572 2.44112  0.2240
H -0.45239 -2.29468 -1.14915  0.2329
H -1.33980 1.32060 0.22579  0.3774

---

Record 3
Entry from the OMol25 dataset: a structure of composition C18H24Br2N7O4Tc in a non-equilibrium geometry (the ωB97M-V functional and the def2-TZVPD basis).

The total charge is +3. As for the HOMO-LUMO gap (alpha / beta): 7.7 / 6.6 eV. Its multiplicity is 4. As for the largest force on an atom: 0.046 hartree/bohr. The value obtained for the HOMO energy (alpha / beta) is -16.782 / -17.059 eV.

Each line ends with the natural charge from an NBO analysis.
Positions of all 56 atoms, in Å:
Tc 1.08100 -0.51537 -1.59305  1.3083
Br 7.11668 -3.06359 -0.02197  0.2384
Br -2.07098 -6.22341 0.15305  0.2292
O -0.38030 0.64035 -2.11644  -0.6971
O 1.97916 -3.14062 -0.07767  -0.4716
O 2.27527 -4.37799 -2.56914  -0.4198
O -1.40391 2.58242 -1.66251  -0.4760
N 2.97159 -1.38638 -1.16393  -0.5764
N -3.83040 6.40675 2.69108  -0.7576
N 0.89512 -1.53206 -3.54141  -0.7805
N -2.41251 4.52026 2.92286  -0.5576
N 0.03153 -2.15035 -0.98593  -0.4378
N -4.70541 4.36894 3.34616  -0.7701
N 0.92490 0.71999 0.16961  -0.7864
C -3.60456 5.10000 2.98598  0.6927
C -2.06692 3.15048 3.23255  -0.2314
C 5.36752 -1.05599 -1.17220  -0.2529
C 5.48722 -2.33892 -0.60565  0.0039
C 0.15059 -4.54697 -0.47213  -0.0861
C -1.84213 2.27945 2.03592  -0.3975
C -0.44478 1.35205 0.15522  -0.1604
C -0.77353 1.64984 -1.27664  0.7530
C -0.60940 2.54101 1.06156  -0.4416
C 4.36295 -3.05570 -0.23134  -0.2831
C -1.26774 -2.23485 -0.75940  0.1056
C 0.83733 -3.35709 -0.96159  0.2334
C 0.64924 -2.98941 -3.60693  -0.3350
C -1.95724 -3.48323 -0.58303  -0.1838
C 3.09483 -2.56555 -0.53036  0.5473
C -1.18585 -4.63384 -0.34334  -0.1231
C 4.07056 -0.67695 -1.44981  0.0538
C 1.34172 -3.64726 -2.42911  0.5493
H -1.11903 0.56630 0.45498  0.2268
H -1.19740 3.08652 3.92260  0.2396
H 1.73767 -1.33380 -4.09598  0.4212
H 0.11962 -1.05685 -4.04585  0.4401
H -5.54704 4.78773 3.73119  0.4394
H 0.79405 -5.33754 -0.33995  0.2547
H -4.59164 3.43439 3.65450  0.4082
H -4.77384 6.76416 2.68757  0.4350
H -2.75047 2.25233 1.45257  0.2240
H -1.64616 5.16887 2.62303  0.4305
H -0.74217 3.44873 0.42747  0.2598
H -1.79998 -1.29274 -0.79430  0.2302
H 0.98388 0.27109 1.07865  0.4177
H -0.41902 -3.20996 -3.47281  0.2405
H 1.00023 -3.46252 -4.54845  0.2765
H 6.21443 -0.40406 -1.24087  0.2806
H -3.19485 7.02686 2.19300  0.4365
H -3.05871 -3.45917 -0.50685  0.2773
H -2.86665 2.64260 3.77673  0.2228
H 3.87280 0.25349 -1.97521  0.2115
H 0.29374 2.87964 1.57248  0.2293
H 1.75404 1.40834 0.21540  0.4179
H -1.69468 1.22004 2.35252  0.2102
H 4.54966 -3.99045 0.27720  0.2807

---

Record 4
Entry from the OMol25 dataset: the ion C12H14N3 with charge +1 in a non-equilibrium geometry (the ωB97M-V functional and the def2-TZVPD basis).

The total charge is +1. As for the HOMO-LUMO gap: 9.4 eV. Its multiplicity is 1. As for the largest force on an atom: 0.121 hartree/bohr. The value obtained for the HOMO energy is -12.574 eV.

Each line ends with the natural charge from an NBO analysis.
Positions of all 29 atoms, in Å:
N -2.54724 -0.09826 2.98007  -0.3925
N -0.21720 -1.96636 0.04371  -0.5944
N -1.17342 -0.05895 1.23247  -0.4172
C 0.71399 0.61922 -0.45953  0.0606
C -1.32416 0.32343 3.43954  -0.0432
C -1.42312 -1.52975 -0.77294  -0.0418
C 1.55321 2.76673 -1.08230  -0.1656
C -2.44880 -0.39869 1.70549  0.1178
C 3.01777 0.86026 -0.74888  -0.1797
C -1.32149 -1.72826 -2.29944  -0.6500
C -0.67841 -0.53916 0.06724  0.3373
C -0.39813 0.23632 2.38291  -0.1088
C 0.48028 1.95252 -0.68414  -0.2658
C 1.96928 0.02109 -0.37918  -0.3009
C 2.84777 2.18759 -1.14739  -0.1988
H -1.41294 -0.77573 -2.89503  0.2648
H 2.12424 -0.94796 0.00184  0.2064
H -0.27743 -2.55162 0.91384  0.4564
H -1.15545 0.67925 4.41404  0.2322
H 0.68951 0.47207 2.36111  0.2509
H 4.13951 0.51194 -0.87040  0.2416
H -2.43109 -1.59711 -0.46631  0.2590
H 3.78065 2.67286 -1.48690  0.2459
H 1.28984 3.78145 -1.27826  0.2400
H 0.72109 -2.23209 -0.48227  0.4650
H -2.22496 -2.30658 -2.53538  0.2508
H -3.38866 -0.56525 1.26338  0.2322
H -0.59442 2.38662 -0.52200  0.2518
H -0.31024 -2.17556 -2.69529  0.2461

---

Which value of total charge does entry 2 give? 0

---

Among the records above, which one has the highest total charge? C18H24Br2N7O4Tc